1.
155
Properties=species:S:1:pos:R:3:forces:R:3:mulliken_charge:R:1 method="wB97M-V/def2-TZVPD" total_charge=+3 e_tot_ev=-76753.4211 gap_ev=5.0
S 0.046 -0.301 -0.193 0.75 0.63 0.73 1.027
O 0.066 0.272 -1.521 -0.60 1.38 -3.32 -0.703
O 0.841 -1.508 -0.235 1.66 -2.76 0.18 -0.738
O 0.644 0.671 0.714 0.88 1.39 1.59 -0.790
O -1.294 -0.608 0.256 -2.67 -0.58 0.52 -0.763
C -1.070 -5.107 -5.081 -0.57 -0.10 1.81 -1.370
C -1.741 -3.898 -4.311 0.01 1.13 -1.96 -0.605
N -3.027 -3.400 -5.022 -0.20 -1.35 0.30 -0.137
C -2.736 -3.258 -6.503 -1.87 1.41 -0.56 -1.040
C -4.121 -4.480 -4.785 0.38 0.22 0.15 -0.401
C -4.441 -4.728 -3.300 -0.06 -0.77 0.04 -1.290
C -3.508 -2.072 -4.394 1.21 -0.29 -0.82 -0.820
C -4.859 -1.506 -4.855 0.52 0.69 -0.40 -0.700
O -4.904 -1.129 -6.253 1.39 -2.06 1.45 -0.298
C -5.925 -0.278 -6.643 -1.25 0.04 -0.77 -0.836
H -0.435 -5.529 -4.302 0.65 0.09 -0.35 0.388
H -0.541 -4.933 -6.018 0.15 0.72 0.46 0.395
H -1.687 -5.975 -5.312 -0.66 0.29 0.16 0.373
H -1.112 -3.010 -4.368 0.45 -0.13 -0.27 0.473
H -1.935 -3.905 -3.238 -0.10 -1.03 -0.16 0.630
H -2.513 -4.105 -7.151 0.43 -0.49 1.09 0.372
H -2.089 -2.407 -6.716 0.48 -0.32 0.53 0.396
H -3.674 -2.897 -6.924 -0.18 0.01 0.05 0.481
H -3.652 -5.394 -5.150 -0.36 0.09 -0.25 0.430
H -4.960 -4.207 -5.425 0.00 -0.05 0.17 0.572
H -3.581 -5.241 -2.868 0.21 0.67 0.42 0.355
H -5.176 -5.511 -3.116 -0.36 -0.16 -0.99 0.424
H -4.865 -3.947 -2.668 0.64 0.48 -0.29 0.292
H -2.682 -1.380 -4.560 -0.11 0.17 -0.24 0.563
H -3.452 -2.281 -3.325 -0.57 0.23 0.02 0.544
H -4.980 -0.568 -4.314 -0.05 -0.12 0.54 0.504
H -5.633 -2.202 -4.533 -0.44 0.07 -0.43 0.368
H -6.864 -0.409 -6.107 0.18 0.27 0.77 0.371
H -6.255 -0.613 -7.626 0.44 0.34 -0.38 0.293
H -5.574 0.754 -6.674 -0.27 0.09 0.10 0.268
C 0.961 -6.814 4.066 -0.37 -0.34 0.94 -1.350
C -0.168 -6.301 4.940 -0.54 1.49 0.56 -0.501
N -0.750 -4.911 4.569 -0.12 1.21 0.00 0.029
C -1.328 -4.991 3.140 -0.07 0.26 1.19 -1.134
C -1.796 -4.459 5.689 -0.76 -0.25 -1.42 -0.255
C -3.139 -5.225 5.599 0.81 -0.38 0.42 -1.202
C 0.370 -3.834 4.469 0.37 -0.72 -0.24 -0.828
C 1.279 -3.680 5.684 -1.21 -1.00 0.10 -0.727
O 0.564 -3.347 6.862 0.80 0.51 -0.40 -0.361
C 1.430 -3.417 7.998 -0.67 0.05 0.64 -0.804
H 0.550 -7.026 3.079 0.57 -0.12 -0.03 0.344
H 1.229 -7.724 4.603 -0.07 -0.50 -0.51 0.440
H 1.911 -6.281 4.075 -0.38 0.50 -0.28 0.310
H 0.041 -6.186 6.003 0.59 -0.12 -0.07 0.530
H -1.002 -7.003 4.932 -0.06 0.13 -0.37 0.465
H -1.919 -4.102 2.918 -0.19 -0.10 0.33 0.422
H -1.913 -5.911 3.125 -0.01 0.22 -0.41 0.397
H -0.516 -4.954 2.414 0.02 -0.44 0.21 0.494
H -2.025 -3.405 5.529 0.51 0.05 -0.25 0.348
H -1.262 -4.525 6.637 -0.20 -0.30 -0.25 0.410
H -3.782 -4.986 4.752 0.50 0.00 -0.29 0.321
H -3.786 -5.035 6.455 0.39 0.21 0.27 0.409
H -2.909 -6.290 5.640 -0.41 -0.13 -0.18 0.326
H 0.031 -2.885 4.055 -0.73 -0.19 0.22 0.694
H 0.981 -4.282 3.686 0.32 0.38 0.01 0.432
H 2.071 -2.959 5.486 0.03 -0.03 -0.22 0.500
H 1.678 -4.687 5.807 0.74 0.01 0.29 0.344
H 1.303 -4.402 8.447 0.32 -0.10 0.10 0.312
H 1.100 -2.674 8.724 -0.13 -0.04 -0.07 0.267
H 2.484 -3.210 7.810 -0.04 -0.09 -0.44 0.360
C 6.330 -3.220 2.142 1.31 -0.16 -0.31 -1.081
C 7.548 -3.322 1.190 -1.60 -0.17 0.00 -0.811
C 7.347 -2.377 -0.022 0.33 -0.10 0.49 -0.314
C 6.024 -2.561 -0.820 0.57 0.32 -0.56 -1.069
N 5.925 -1.542 -2.000 0.97 -0.01 -0.33 0.274
C 7.215 -1.661 -2.953 -1.67 0.44 1.29 -0.639
C 6.708 -1.450 -4.412 1.74 0.03 1.73 -0.661
C 5.224 -1.684 -4.415 -0.28 -0.53 -0.29 -0.486
C 4.796 -1.943 -2.989 -0.55 -0.02 0.81 -0.787
C 5.834 -0.115 -1.417 -0.53 -0.71 -0.54 -1.032
H 5.428 -3.298 1.536 -0.15 -0.01 0.52 0.323
H 6.392 -2.273 2.678 -0.42 -0.04 0.07 0.295
H 6.413 -4.056 2.836 -0.40 0.18 0.18 0.372
H 7.585 -4.369 0.888 0.12 -0.01 -0.48 0.372
H 8.488 -3.157 1.716 -0.05 0.41 -0.17 0.389
H 8.259 -2.508 -0.604 -0.32 -0.05 -0.67 0.373
H 7.422 -1.349 0.330 -0.22 0.03 0.21 0.241
H 5.091 -2.472 -0.264 0.23 0.59 0.25 0.723
H 5.934 -3.568 -1.228 0.41 0.03 -0.42 0.295
H 7.923 -0.913 -2.597 -0.02 -0.11 -0.14 0.407
H 7.593 -2.648 -2.687 0.05 0.01 -0.61 0.444
H 6.946 -0.422 -4.686 0.19 -0.26 -0.34 0.323
H 7.341 -2.183 -4.912 -0.42 0.35 -0.91 0.362
H 4.660 -0.850 -4.833 0.23 0.01 -0.03 0.302
H 4.972 -2.567 -5.001 -0.06 0.10 -0.10 0.309
H 3.834 -1.453 -2.840 0.24 0.27 0.90 0.566
H 4.602 -3.002 -2.819 0.28 0.05 0.11 0.308
H 6.724 0.203 -0.873 0.16 -0.56 -0.27 0.367
H 5.004 -0.094 -0.711 -0.20 0.04 -0.29 0.424
H 5.692 0.580 -2.244 -0.21 -0.12 0.05 0.402
C -1.761 6.153 7.752 0.78 -1.03 -0.22 -1.324
C -1.620 6.005 6.246 -0.23 -0.06 -0.66 -0.550
C -2.173 4.681 5.639 -1.02 1.89 -0.52 -0.536
C -2.481 4.877 4.105 -0.93 -1.55 0.95 -0.718
N -3.647 3.950 3.561 0.22 -2.55 2.05 0.091
C -5.066 4.359 3.986 0.27 2.97 -2.31 -0.419
C -5.495 5.242 2.725 -1.25 0.00 0.72 -0.620
C -4.376 5.223 1.720 -0.14 -1.68 -0.70 -0.580
C -3.572 3.920 2.036 -0.81 1.65 0.79 -0.501
C -3.534 2.480 4.096 1.76 1.16 -0.95 -1.234
H -1.375 5.241 8.207 -0.06 -0.02 0.38 0.326
H -2.802 6.276 8.050 0.14 0.22 0.07 0.354
H -1.103 6.960 8.075 -0.43 0.14 0.21 0.384
H -0.581 6.067 5.923 0.07 0.40 0.14 0.364
H -2.184 6.853 5.856 0.18 0.03 -0.60 0.334
H -3.144 4.589 6.126 -0.04 -0.69 0.19 0.381
H -1.475 3.882 5.887 -0.38 -0.24 -0.31 0.392
H -1.613 4.583 3.514 -0.14 0.34 -0.16 0.368
H -2.896 5.855 3.862 0.62 0.16 0.22 0.335
H -5.773 3.539 4.113 0.66 -0.17 0.05 0.410
H -5.067 5.039 4.838 0.39 -0.58 0.31 0.210
H -6.458 4.885 2.360 0.26 -0.56 -0.36 0.345
H -5.760 6.291 2.857 0.26 0.03 1.05 0.347
H -4.823 5.153 0.728 0.39 0.25 -0.16 0.408
H -3.785 6.133 1.819 0.27 -0.28 -0.24 0.291
H -4.030 2.968 1.764 -0.12 0.36 -0.50 0.328
H -2.548 3.989 1.670 -0.02 -0.39 0.35 0.434
H -2.514 2.210 3.823 -0.02 -0.42 0.01 0.532
H -4.220 1.854 3.526 -0.10 0.19 0.35 0.504
H -3.605 2.411 5.182 -0.45 0.28 -0.24 0.337
C 1.213 7.423 0.552 0.73 -1.04 -0.92 -1.177
C 1.652 6.225 -0.324 -0.20 -0.32 0.88 -0.480
C 1.031 6.323 -1.701 0.21 1.55 -0.57 -0.483
C 1.502 5.208 -2.568 0.29 -2.41 0.03 -1.307
N 0.987 5.027 -3.975 -0.17 0.14 -1.51 0.393
C -0.535 4.717 -4.024 1.14 -0.34 0.43 -0.679
C -0.755 3.941 -5.347 -0.26 1.11 0.29 -0.809
C 0.463 3.040 -5.497 0.90 0.57 1.25 -0.484
C 1.581 3.776 -4.652 -0.78 -1.52 0.79 -0.673
C 1.274 6.261 -4.742 -0.46 0.97 -0.23 -1.009
H 1.722 7.516 1.512 0.02 -0.32 -0.10 0.367
H 0.148 7.257 0.714 -0.09 0.90 -0.04 0.243
H 1.543 8.253 -0.072 -0.87 0.68 0.42 0.354
H 1.355 5.288 0.148 0.32 -0.19 0.06 0.409
H 2.728 6.257 -0.493 0.14 -0.26 0.33 0.332
H 1.418 7.284 -2.038 -0.17 0.16 -0.57 0.364
H -0.054 6.429 -1.704 -0.14 -0.26 0.21 0.371
H 1.228 4.274 -2.076 -0.26 -0.21 0.10 0.539
H 2.581 5.079 -2.642 0.16 0.71 -0.04 0.541
H -1.097 5.635 -3.849 0.07 0.01 -0.46 0.428
H -0.644 4.124 -3.116 -0.38 -0.48 -0.26 0.487
H -0.835 4.673 -6.151 -0.07 -0.06 -0.11 0.323
H -1.711 3.422 -5.275 0.15 -0.12 -0.14 0.454
H 0.959 2.877 -6.454 -0.98 0.15 -0.38 0.348
H 0.221 2.071 -5.062 0.32 0.02 0.12 0.297
H 2.452 3.862 -5.301 0.06 1.13 0.49 0.324
H 1.837 3.139 -3.805 0.20 -0.06 -0.09 0.391
H 2.307 6.605 -4.693 0.08 -0.51 0.24 0.336
H 0.657 7.033 -4.282 0.09 0.14 -0.19 0.426
H 1.000 6.191 -5.795 -0.09 -0.35 0.14 0.368

=====

2.
39
Properties=species:S:1:pos:R:3:forces:R:3:mulliken_charge:R:1 method="wB97M-V/def2-TZVPD" total_charge=+1 e_tot_ev=-40829.1652 de_lowest_ev=0.000 gap_ev=7.4
C 5.977 -0.478 2.280 -0.11 0.05 0.21 -0.992
Si 4.868 0.440 1.133 0.74 0.10 -0.39 0.333
C 4.434 -0.547 -0.375 -0.52 0.00 0.30 -1.162
C 5.365 2.179 0.747 -0.23 0.06 0.11 -1.046
N 3.191 0.583 1.984 -0.80 -0.03 0.37 0.837
N 2.905 1.297 3.037 -0.02 -0.29 -0.42 -0.416
N 1.624 1.169 3.324 -0.01 -0.11 -0.03 -0.402
C 1.089 0.342 2.430 0.84 0.14 -0.15 0.430
C -0.331 -0.087 2.319 -0.11 -0.22 0.06 -0.489
O -0.718 0.246 0.994 -0.07 0.16 -0.10 -0.386
C -2.061 0.161 0.712 0.37 -0.40 1.25 1.001
F -2.231 0.596 -0.485 -0.23 0.43 -1.25 -0.202
F -2.483 -1.103 0.806 -0.03 -0.18 0.00 -0.276
F -2.789 0.881 1.571 0.07 0.07 0.02 -0.271
N 2.067 -0.035 1.592 -0.46 0.18 0.34 -0.160
H 6.684 -1.043 1.669 0.05 -0.01 0.04 0.350
H 6.539 0.205 2.915 0.02 0.00 0.01 0.350
H 5.453 -1.181 2.929 0.00 -0.06 -0.07 0.327
H 3.566 -0.146 -0.905 0.10 0.06 -0.14 0.393
H 5.278 -0.514 -1.063 0.04 -0.05 -0.03 0.361
H 4.229 -1.591 -0.128 0.11 -0.07 -0.08 0.366
H 5.576 2.269 -0.319 0.05 0.03 0.01 0.340
H 4.572 2.889 0.988 0.00 0.02 -0.04 0.350
H 6.246 2.481 1.311 0.04 -0.04 -0.02 0.358
H -0.406 -1.167 2.478 -0.03 0.00 0.04 0.336
H -0.923 0.425 3.075 0.03 0.11 -0.01 0.385
H 2.007 -0.631 0.776 0.17 0.05 -0.06 0.296
C -5.887 -1.353 -4.223 -0.01 0.00 0.01 -0.344
C -6.630 -0.257 -4.096 0.01 -0.01 0.01 -0.373
C -6.612 0.548 -2.848 0.01 -0.01 0.00 0.345
O -7.280 1.551 -2.730 0.00 0.01 -0.01 -0.526
C -5.737 0.077 -1.742 0.02 -0.02 0.00 -0.316
C -4.997 -1.020 -1.869 -0.03 0.03 0.01 -0.298
C -5.008 -1.819 -3.121 0.01 0.01 0.00 0.287
O -4.317 -2.808 -3.235 0.02 0.00 -0.01 -0.545
H -5.882 -1.955 -5.123 0.01 -0.01 0.01 0.413
H -7.277 0.105 -4.885 -0.01 0.01 0.01 0.414
H -5.746 0.678 -0.841 -0.03 0.01 -0.01 0.432
H -4.354 -1.389 -1.080 -0.01 -0.03 -0.01 0.500